11
Properties=species:S:1:pos:R:3:forces:R:3:lowdin_charge:R:1 method="wB97M-V/def2-TZVPD" e_homo_ev=-8.90 e_above_lowest_kcal_mol=78.5 multiplicity=1 orbital_gap_ev=9.694 molar_mass_g_mol=87.08
H 0.4166 2.5571 1.5761 0.90 -0.92 0.64 0.068
N 0.8792 1.7161 2.0250 -0.83 1.76 -0.03 0.078
C 0.6765 0.7069 1.3091 -0.40 1.36 -0.69 -0.326
N 0.0928 0.7007 0.0550 -0.76 -0.85 -0.90 0.036
C -0.2071 -0.4909 -0.5514 -0.19 -3.53 -2.44 -0.206
N -0.6149 -0.6426 -1.7852 0.84 3.27 2.27 -0.074
O -0.8148 -1.8905 -2.2628 -0.71 -1.84 1.17 -0.085
H 0.9879 -0.2341 1.6645 0.37 -1.27 0.15 0.100
H -0.2514 1.4980 -0.4764 0.41 0.15 0.69 0.156
H 0.0210 -1.4781 -0.0346 -0.20 1.43 0.10 0.146
H -1.1858 -2.4426 -1.5194 0.56 0.45 -0.97 0.106